The molecule C6H12O. Source: the OMol25 dataset; level of theory: the ωB97M-V functional and the def2-TZVPD basis.

Geometry as XYZ:
```
19
Properties=species:S:1:pos:R:3
C 1.0487 0.6199 1.4172
C 0.3849 0.7010 0.0257
C 1.1503 0.2767 -1.2594
C 0.2802 -2.0773 -0.2753
O -0.8313 -1.3629 -0.2513
C -0.8920 -0.0739 -0.0643
C -2.2467 0.5158 0.0852
H 2.0002 1.1606 1.4570
H 0.3727 1.0804 2.1491
H 1.2244 -0.4054 1.7595
H 0.1283 1.7569 -0.1178
H 2.0599 -0.3160 -1.1311
H 1.3905 1.1419 -1.8738
H 1.1575 -1.7272 0.2431
H 0.2036 -3.0511 -0.7239
H 0.3774 -0.2667 -1.8250
H -2.4979 0.6794 1.1431
H -2.3053 1.4917 -0.4128
H -3.0054 -0.1434 -0.3454
```

Its spin multiplicity is 1. The value obtained for the orbital gap (alpha / beta) is 7.9 / 7.5 eV.

***

The molecule C6H12O. Source: the OMol25 dataset; level of theory: the ωB97M-V functional and the def2-TZVPD basis.

Geometry as XYZ:
```
19
Properties=species:S:1:pos:R:3
C -0.6614 2.0674 0.1743
C -0.6862 0.6502 0.7468
C 0.2945 -0.3165 0.0854
C 1.5741 0.2749 -0.4705
C 0.4020 -1.7001 0.6835
C -0.2606 -1.5252 -0.6406
O -1.6352 -1.7665 -0.6558
H -0.8413 2.0842 -0.9063
H 0.3011 2.5578 0.3537
H -1.4328 2.6832 0.6474
H -1.6923 0.2256 0.6474
H -0.4726 0.7043 1.8204
H 1.3760 1.0024 -1.2662
H 2.1453 0.7877 0.3129
H 2.2169 -0.5094 -0.8873
H -0.2579 -1.9319 1.5153
H 1.3763 -2.1813 0.7263
H 0.2760 -1.8759 -1.5261
H -2.0220 -1.2310 -1.3604
```

Its spin multiplicity is 1. The value obtained for the orbital gap is 10.3 eV. The SMILES is CC[C@@]1(C)C[C@H]1O.

***

The molecule C6H12O. Source: the OMol25 dataset; level of theory: the ωB97M-V functional and the def2-TZVPD basis.

Geometry as XYZ:
```
19
Properties=species:S:1:pos:R:3
C 0.0979 -0.5349 2.1118
O -0.3622 0.8402 1.6991
C 0.1124 1.2992 0.4180
C -0.0794 0.1862 -0.6170
C -1.2481 -0.6558 -0.1211
C 0.1968 0.4507 -2.0681
C 1.1581 -0.3829 -1.2679
H 0.7005 -0.3107 2.9746
H 0.6794 -1.1166 1.3694
H -0.7381 -1.2073 2.4064
H -0.4712 2.1859 0.1071
H 1.1568 1.6185 0.5318
H -1.4413 -0.1304 0.8653
H -0.9923 -1.7298 -0.1054
H -2.1713 -0.5212 -0.6706
H 0.5024 1.4501 -2.3729
H -0.4315 -0.0603 -2.7939
H 2.1159 0.0719 -1.0118
H 1.2152 -1.4529 -1.4547
```

Its spin multiplicity is 1. The value obtained for the orbital gap is 10.7 eV. The SMILES is COCC1(C)CC1.

***

A structure of composition C6H12O. Source: the OMol25 dataset; level of theory: the ωB97M-V functional and the def2-TZVPD basis.

Geometry as XYZ:
```
19
Properties=species:S:1:pos:R:3
C -1.8196 -0.9627 -1.8774
C -0.8728 0.0636 -1.2595
C -0.6825 -0.1336 0.2437
C 0.2695 0.8833 0.8666
C 1.7596 0.7015 0.5216
O 1.9912 -0.0242 1.7354
C 0.7668 0.5070 2.2712
H -1.4652 -1.9830 -1.6896
H -2.8269 -0.8780 -1.4528
H -1.8989 -0.8316 -2.9619
H -1.2501 1.0779 -1.4502
H 0.1047 0.0023 -1.7559
H -0.3002 -1.1460 0.4374
H -1.6600 -0.0729 0.7457
H -0.1173 1.9011 0.7406
H 2.3108 1.6534 0.5325
H 2.0299 0.1302 -0.3737
H 0.2060 -0.2506 2.8295
H 0.9585 1.3835 2.9085
```

Its spin multiplicity is 1. The value obtained for the orbital gap is 10.7 eV.

***

no.,E (a.u.)
1,-310.912940
2,-311.017057
3,-310.951899
4,-311.009746